[1]
Below is C16H14F6N2O2S in the gas phase in a non-equilibrium geometry, with properties calculated with the ωB97M-V functional and the def2-TZVPD basis.

Each line ends with the natural charge from an NBO analysis.
Atoms and positions in Å:
O -3.540 0.148 0.567  -0.580
F 4.347 -1.957 0.419  -0.317
F 5.993 -0.555 0.447  -0.310
F 4.236 -0.147 1.742  -0.308
F 5.963 1.271 -1.400  -0.308
F 4.077 2.364 -1.615  -0.308
F 5.033 2.148 0.346  -0.303
N 0.362 1.445 0.140  -0.474
O 3.907 -0.599 -1.861  -0.678
S 1.257 -0.906 -0.342  0.381
C -2.492 0.630 0.170  0.707
C -0.045 0.225 -0.005  0.278
C 1.749 1.545 -0.038  -0.016
C 2.424 0.385 -0.342  -0.274
C -1.849 -4.337 0.880  -0.198
C -1.792 -3.897 -0.439  -0.197
C -1.771 -3.378 1.907  -0.215
C -1.658 -2.544 -0.742  -0.217
C -1.646 -2.032 1.605  -0.149
C -1.587 -1.603 0.298  0.124
N -1.389 -0.220 0.036  -0.502
C -2.549 3.114 0.766  -0.601
C -3.988 2.344 -1.132  -0.595
C 4.633 -0.631 0.531  0.958
C 4.756 1.521 -0.804  0.980
C -2.659 2.090 -0.366  -0.283
C 3.945 0.177 -0.603  0.084
H 3.318 -1.379 -1.758  0.490
H 2.255 2.487 0.105  0.225
H -1.931 -5.392 1.099  0.220
H -1.830 -4.662 -1.198  0.217
H -1.869 -3.705 2.930  0.219
H -1.698 -2.211 -1.769  0.226
H -1.587 -1.241 2.339  0.218
H -1.714 2.935 1.393  0.219
H -2.416 4.112 0.351  0.216
H -3.427 3.007 1.433  0.212
H -3.990 3.367 -1.591  0.213
H -4.871 2.239 -0.467  0.222
H -4.118 1.628 -1.923  0.211
H -1.841 2.215 -1.107  0.213

## Properties
HOMO, eV: -9.229
Energy above the lowest of the compared OMol25 structures with the same formula, charge and spin, kcal per mole: 12.0

[2]
Below is 2 unconnected molecules or ions with the total composition C5H13NO in a non-equilibrium geometry, with properties calculated with the ωB97M-V functional and the def2-TZVPD basis.

Each line ends with the natural charge from an NBO analysis.
Atoms and positions in Å:
C -2.218 -0.100 0.729  -0.221
N -2.087 0.877 -0.128  -0.137
O -1.466 1.998 0.473  -0.583
H -1.488 2.671 -0.219  0.478
H -0.682 0.196 -1.217  0.237
H -2.101 0.069 1.797  0.201
H -2.960 -0.837 0.451  0.215
H -0.745 -0.872 0.539  0.182
C 1.288 0.995 -0.981  -0.615
C 1.397 -1.140 1.051  -0.616
C 0.415 -0.243 -1.163  -0.437
C 0.329 -1.194 -0.024  -0.349
H 0.678 -0.763 -2.083  0.206
H 0.142 -2.215 -0.360  0.204
H 1.192 1.647 -1.848  0.206
H 2.383 -1.342 0.626  0.202
H 2.343 0.737 -0.881  0.199
H 0.950 1.559 -0.112  0.211
H 1.429 -0.160 1.524  0.207
H 1.201 -1.881 1.825  0.209

## Properties
HOMO, eV: -9.232
Energy above the lowest of the compared OMol25 structures with the same formula, charge and spin, kcal per mole: 89.4

[3]
Below is a gas-phase ion, C4H4NO4P (charge -2) in a non-equilibrium geometry, with properties calculated with the ωB97M-V functional and the def2-TZVPD basis.

Each line ends with the natural charge from an NBO analysis.
Atoms and positions in Å:
C 2.004 0.407 0.083  -0.414
C 1.103 1.378 0.259  0.023
C -0.786 0.042 0.387  0.291
C 1.315 -0.962 -0.221  -0.072
N -0.261 1.249 0.238  -0.620
O -2.117 -0.567 -1.369  -1.200
O -3.272 -1.293 0.781  -1.239
O -3.131 1.220 0.197  -1.214
O 0.040 -1.022 0.376  -0.517
P -2.610 -0.167 -0.001  2.357
H 3.036 0.349 0.031  0.173
H 1.441 2.361 0.604  0.147
H 1.239 -1.064 -1.287  0.149
H 2.000 -1.931 -0.080  0.136

## Properties
HOMO, eV: 0.440
Charge: -2
Energy above the lowest of the compared OMol25 structures with the same formula, charge and spin, kcal per mole: 4.9

[4]
Below is a molecular structure, CHEuFLiO3 in a non-equilibrium geometry, with properties calculated with the ωB97M-V functional and the def2-TZVPD basis.

Each line ends with the Löwdin spin population.
Atoms and positions in Å:
Li 3.741 1.445 -1.611  0.000
O 1.130 0.269 -1.170  0.000
H 0.900 -0.090 -2.274  0.000
O -0.569 0.109 0.171  -0.011
O 2.213 0.325 -2.045  0.000
C 0.621 0.101 0.040  0.000
F 1.458 -0.360 0.868  0.000
Eu -2.639 -0.676 1.428  7.011

## Properties
HOMO (alpha / beta), eV: -22.739 / -22.743
Charge: +3
Energy above the lowest of the compared OMol25 structures with the same formula, charge and spin, kcal per mole: 0.0
Multiplicity: 8
⟨S²⟩: 15.76

Q: Among the records above, which one has the highest energy above the lowest of the compared OMol25 structures with the same formula, charge and spin?
A: C5H13NO